96
Properties=species:S:1:pos:R:3 method="wB97M-V/def2-TZVPD" spin_multiplicity=1 fmax_ev_per_a=10.8 gap_ha=0.2891 total_energy_ev=-54529.80545
C 2.574 2.629 0.620
O 2.974 1.538 1.053
C 3.626 0.695 0.157
C 4.099 -0.633 0.894
N 4.380 -1.622 -0.035
C 4.984 -2.786 0.566
C 3.882 -3.763 0.893
O 3.037 -3.324 1.931
C 3.646 -3.473 3.196
H 1.832 3.135 1.290
H 2.094 2.406 -0.367
H 3.370 3.294 0.344
H 4.479 1.155 -0.280
H 3.006 0.395 -0.665
H 3.333 -0.898 1.544
H 4.979 -0.439 1.518
H 5.151 -1.183 -0.616
H 5.539 -2.584 1.440
H 5.658 -3.155 -0.285
H 4.204 -4.760 1.089
H 3.181 -3.986 0.036
H 2.915 -3.323 4.022
H 4.364 -2.643 3.247
H 4.073 -4.454 3.260
C -3.004 -0.218 -2.030
O -2.236 0.276 -2.885
C -1.032 0.783 -2.354
C -1.411 2.196 -1.755
N -0.166 2.923 -1.912
C -0.371 4.320 -1.783
C 1.031 5.024 -1.815
O 0.718 6.346 -1.617
C 1.809 7.044 -1.090
H -3.146 0.539 -1.207
H -2.668 -1.095 -1.583
H -3.891 -0.542 -2.332
H -0.362 0.802 -3.194
H -0.394 0.116 -1.661
H -1.517 2.134 -0.639
H -2.135 2.713 -2.297
H 0.429 2.716 -1.082
H -0.734 4.488 -0.806
H -1.131 4.638 -2.506
H 1.571 5.083 -2.705
H 1.720 4.666 -1.053
H 2.615 7.265 -1.812
H 1.988 6.931 -0.097
H 1.472 8.105 -1.057
C -5.476 3.474 -0.587
O -5.866 2.381 -0.164
C -4.918 1.738 0.605
C -5.066 0.267 0.560
N -3.994 -0.402 1.228
C -4.013 -1.834 1.174
C -3.249 -2.495 2.298
O -3.315 -3.879 1.990
C -2.296 -4.551 2.828
H -6.009 3.722 -1.454
H -4.432 3.671 -0.773
H -5.812 4.247 0.201
H -5.144 2.140 1.551
H -3.801 1.926 0.408
H -5.343 -0.050 -0.451
H -5.990 0.153 1.087
H -3.980 -0.144 2.182
H -3.545 -2.130 0.268
H -5.043 -2.344 1.266
H -3.574 -2.213 3.300
H -2.219 -2.228 2.293
H -2.330 -5.541 2.395
H -2.594 -4.661 3.843
H -1.230 -4.249 2.765
N 2.033 -1.755 -1.665
C 1.951 -1.191 -2.848
N 2.969 -0.357 -3.097
O 1.009 -1.391 -3.550
H 1.328 -2.390 -1.237
H 2.832 -1.569 -1.094
H 2.981 0.198 -3.958
H 3.841 -0.379 -2.541
N 0.182 -2.770 0.716
C -0.209 -3.192 -0.449
N 0.469 -4.216 -0.643
O -0.980 -2.631 -1.188
H -0.285 -1.923 1.051
H 0.908 -3.227 1.272
H 0.425 -4.442 -1.613
H 0.899 -4.894 0.115
N -1.205 -0.397 0.712
C -0.290 0.340 1.268
N 0.897 -0.093 1.352
O -0.699 1.370 1.805
H -2.148 -0.061 0.845
H -1.055 -1.093 0.043
H 1.190 -0.914 0.740
H 1.661 0.502 1.572

=====

9
Properties=species:S:1:pos:R:3 method="wB97M-V/def2-TZVPD" spin_multiplicity=1 total_charge=+1 fmax_ev_per_a=1.1 gap_ha=0.4029 total_energy_ev=-4664.58687
N 0.201 1.610 -0.370
H 1.158 1.954 -0.286
H 0.016 0.864 0.324
H 0.009 1.237 -1.298
H -0.400 2.426 -0.183
O -0.267 -0.862 0.722
C -0.248 -2.034 0.439
H -0.569 -2.779 1.183
H 0.099 -2.416 -0.531

=====

9
Properties=species:S:1:pos:R:3 method="wB97M-V/def2-TZVPD" spin_multiplicity=1 fmax_ev_per_a=5.9 gap_ha=0.3013 total_energy_ev=-77755.46073
C -1.537 -1.259 -0.027
C 1.372 0.794 0.612
C -0.445 -1.294 -0.879
C 0.358 0.694 -0.129
N -2.361 -0.940 0.703
O 0.037 -1.934 -1.760
Br -0.879 2.033 -0.566
H 1.462 1.864 1.119
H 1.994 0.041 0.927

=====

8
Properties=species:S:1:pos:R:3 method="wB97M-V/def2-TZVPD" spin_multiplicity=3 s_squared=2.018 total_charge=-2 fmax_ev_per_a=3.3 gap_ha="0.1497 / 0.2915" total_energy_ev=-24600.54237
C -0.722 -0.027 -0.900
O 4.222 -2.020 0.706
O 2.440 -2.073 2.563
O 2.864 -4.141 1.184
P 3.175 -2.737 1.462
I -2.026 1.941 -1.103
H -1.036 -0.036 0.138
H 0.391 0.323 -0.966

=====

67
Properties=species:S:1:pos:R:3 method="wB97M-V/def2-TZVPD" spin_multiplicity=4 s_squared=3.757 total_charge=+1 fmax_ev_per_a=0.5 gap_ha="0.2252 / 0.2618" total_energy_ev=-133539.98411
V 0.244 -0.415 -0.509
C -0.499 1.299 3.792
O -1.110 2.144 2.835
C -2.488 1.908 2.700
C -2.816 0.631 1.944
O -2.295 0.593 0.614
C -2.946 1.478 -0.268
C -2.248 1.347 -1.599
O -0.837 1.497 -1.451
C -0.434 2.853 -1.300
H -1.015 1.371 4.756
H -0.485 0.252 3.472
H 0.525 1.640 3.909
H -2.976 1.853 3.682
H -2.897 2.783 2.193
H -2.388 -0.232 2.450
H -3.905 0.497 1.919
H -4.007 1.220 -0.378
H -2.894 2.507 0.096
H -2.395 0.344 -1.997
H -2.636 2.078 -2.315
H -0.637 3.408 -2.221
H -0.945 3.336 -0.466
H 0.632 2.852 -1.103
B 1.820 -1.925 2.027
N 2.015 -0.381 1.989
C 2.830 0.342 2.763
C 2.790 1.662 2.346
C 1.886 1.653 1.289
N 1.431 0.417 1.067
N 0.301 -2.242 1.940
C -0.424 -2.988 2.778
C -1.710 -3.103 2.277
C -1.682 -2.366 1.098
N -0.464 -1.850 0.897
H 2.385 -2.434 1.090
H 2.230 -2.330 3.080
H 3.380 -0.130 3.559
H 3.319 2.502 2.761
H 1.533 2.478 0.695
H 0.026 -3.391 3.670
H -2.539 -3.638 2.705
H -2.476 -2.156 0.401
C -0.416 0.024 -4.242
C -0.611 -1.284 -3.558
N -0.693 -1.512 -2.258
C -0.893 -2.878 -2.119
C -0.934 -3.463 -3.340
N -0.753 -2.441 -4.241
H -0.196 0.791 -3.506
H -1.316 0.311 -4.789
H 0.406 -0.031 -4.957
H -0.982 -3.342 -1.154
H -1.079 -4.484 -3.643
H -0.754 -2.525 -5.243
Se 3.035 1.977 -3.086
N 4.147 0.684 -3.544
C 3.742 -0.407 -2.926
C 4.335 -1.705 -3.005
C 3.743 -2.699 -2.301
C 2.578 -2.447 -1.506
N 2.012 -1.280 -1.391
C 2.577 -0.254 -2.101
N 2.032 0.939 -2.050
H 5.219 -1.860 -3.608
H 4.139 -3.705 -2.313
H 2.130 -3.258 -0.946

=====

14
Properties=species:S:1:pos:R:3 method="wB97M-V/def2-TZVPD" spin_multiplicity=1 fmax_ev_per_a=6.1 gap_ha=0.3444 total_energy_ev=-19535.85952
C 0.449 0.794 -2.297
C -0.345 0.165 0.053
H 1.369 0.496 -1.899
H 0.527 -0.085 -3.379
H 0.390 2.012 -2.616
H -2.400 -0.224 -1.523
H -1.850 1.062 0.503
H 1.304 -0.921 -0.349
H -0.027 -0.958 2.461
N -0.534 0.145 -1.318
N -1.256 0.457 0.963
N 0.872 -0.324 0.359
O -1.739 0.551 -1.606
S 1.275 -0.843 2.068

=====

87
Properties=species:S:1:pos:R:3 method="wB97M-V/def2-TZVPD" spin_multiplicity=1 total_charge=+1 fmax_ev_per_a=7.2 gap_ha=0.2511 total_energy_ev=-57973.04438
N -4.171 1.666 -4.368
C -3.401 0.683 -3.846
N -3.903 -0.441 -3.072
C -2.642 -1.130 -2.738
N -1.463 -0.500 -3.287
N -1.959 0.583 -3.954
N -1.006 1.382 -4.545
C -0.520 2.481 -3.647
O -1.365 3.059 -2.933
F 0.896 2.768 -3.632
C -1.404 1.865 -5.890
O -1.084 3.027 -6.258
F -2.159 1.109 -6.844
H -4.725 1.439 -5.217
H -4.222 2.629 -4.013
H -2.530 -2.084 -2.097
H -0.457 -0.743 -3.215
C -4.301 -2.915 0.901
C -3.437 -3.906 0.172
O -2.958 -3.647 -0.923
C -3.185 -5.229 0.840
H -4.397 -2.006 0.301
H -5.297 -3.335 1.060
H -3.843 -2.655 1.857
H -4.130 -5.753 0.996
H -2.677 -5.072 1.794
H -2.547 -5.842 0.200
C 0.652 2.627 2.008
C 0.090 1.516 1.164
O -0.647 0.668 1.638
C 0.473 1.491 -0.291
H 0.292 2.519 3.034
H 1.743 2.575 2.012
H 0.320 3.593 1.621
H 1.556 1.388 -0.389
H 0.132 2.406 -0.781
H -0.005 0.635 -0.777
C 2.096 -2.050 0.929
C 3.414 -1.326 1.007
O 3.602 -0.285 0.399
C 4.490 -1.936 1.863
H 1.416 -1.496 0.276
H 2.244 -3.049 0.512
H 1.649 -2.117 1.923
H 4.744 -2.930 1.488
H 4.150 -1.999 2.899
H 5.382 -1.309 1.826
C 2.370 1.151 -6.266
C 1.814 0.037 -7.108
O 1.078 -0.810 -6.627
C 2.198 0.005 -8.562
H 2.006 1.044 -5.241
H 3.461 1.101 -6.258
H 2.036 2.116 -6.655
H 3.281 -0.095 -8.659
H 1.857 0.918 -9.056
H 1.722 -0.852 -9.043
C -3.438 -2.320 4.766
C -4.324 -3.513 5.015
O -4.176 -4.553 4.396
C -5.399 -3.371 6.059
H -2.711 -2.567 3.989
H -4.040 -1.474 4.426
H -2.900 -2.060 5.680
H -6.088 -2.572 5.777
H -4.948 -3.156 7.030
H -5.959 -4.306 6.132
C 8.797 -2.291 4.448
C 7.327 -2.129 4.729
O 6.486 -2.667 4.030
C 6.936 -1.277 5.907
H 8.930 -2.930 3.572
H 9.246 -1.317 4.242
H 9.289 -2.762 5.302
H 7.302 -0.258 5.766
H 7.346 -1.702 6.826
H 5.847 -1.250 5.989
C -1.664 7.757 0.629
C -1.465 6.326 1.049
O -0.352 5.879 1.268
C -2.694 5.467 1.189
H -0.693 8.255 0.570
H -2.137 7.794 -0.355
H -2.280 8.278 1.365
H -3.213 5.401 0.230
H -3.356 5.886 1.950
H -2.399 4.461 1.497

=====

8
Properties=species:S:1:pos:R:3 method="wB97M-V/def2-TZVPD" spin_multiplicity=1 fmax_ev_per_a=4.8 gap_ha=0.3654 total_energy_ev=-19201.76932
Cl 1.008 2.300 1.206
C 0.292 1.029 0.402
N 0.986 0.394 -0.497
C 0.218 -0.594 -0.890
C -0.844 -0.735 0.029
O -0.739 0.398 0.880
H 0.713 -1.325 -1.594
H -1.635 -1.466 0.465

=====

26
Properties=species:S:1:pos:R:3 method="wB97M-V/def2-TZVPD" spin_multiplicity=1 fmax_ev_per_a=5.2 gap_ha=0.3073 total_energy_ev=-34687.22612
C 2.913 -0.554 1.665
C -3.689 -0.081 0.751
C 3.735 -1.041 0.615
C -3.451 -1.440 0.573
C 1.855 0.302 1.410
C -2.657 0.861 0.644
C 3.267 -0.803 -0.632
C -2.181 -1.793 0.143
C 1.473 0.415 0.083
C -1.516 0.338 0.066
C -0.011 1.439 -2.694
N 2.130 -0.119 -0.910
N -1.275 -0.934 -0.215
P -0.044 1.439 -0.278
S -0.010 3.100 0.701
H 3.296 -0.876 2.562
H -4.520 0.397 1.186
H 4.703 -1.655 0.668
H -4.316 -2.026 0.747
H 1.228 0.796 2.083
H -2.583 1.834 0.873
H 3.873 -1.133 -1.435
H -1.967 -2.800 0.035
H -0.130 2.447 -2.993
H 0.810 0.869 -2.830
H -0.933 1.017 -2.817

=====

32
Properties=species:S:1:pos:R:3 method="wB97M-V/def2-TZVPD" spin_multiplicity=2 s_squared=0.777 total_charge=+1 fmax_ev_per_a=3.5 gap_ha="0.3260 / 0.3232" total_energy_ev=-38200.78034
C -0.714 -2.105 0.746
V 0.218 -0.472 -0.010
N -0.010 1.430 -0.858
H -1.397 -0.852 -0.266
H -0.435 2.114 -0.244
H 0.935 -0.480 -1.405
H -1.565 -2.475 0.126
H -1.034 -1.967 1.848
H 0.142 -2.818 0.661
H 0.885 1.806 -1.149
H -0.559 1.355 -1.717
C -0.474 1.787 4.382
N 0.833 1.664 3.757
C 1.943 2.038 4.651
C 0.968 0.915 2.596
N -0.002 0.292 1.967
N 2.221 0.815 2.064
C 3.128 1.944 2.019
C 2.374 -0.141 0.965
H -0.428 2.432 5.266
H -0.865 0.810 4.696
H -1.175 2.223 3.667
H 2.741 1.279 4.668
H 2.383 3.014 4.381
H 1.565 2.152 5.679
H -0.801 0.375 2.603
H 3.929 1.872 2.772
H 3.618 1.977 1.029
H 2.605 2.903 2.167
H 1.873 -1.092 1.198
H 1.958 0.290 0.034
H 3.434 -0.320 0.761

=====

12
Properties=species:S:1:pos:R:3 method="wB97M-V/def2-TZVPD" spin_multiplicity=1 fmax_ev_per_a=1.1 gap_ha="0.2897 / 0.2898" total_energy_ev=-8798.39868
O 0.411 1.670 1.670
C 0.544 0.675 1.124
C 0.718 -0.423 0.322
C -0.351 -1.549 0.356
C -0.408 -0.617 -0.762
C -1.455 0.347 -0.743
N -2.310 1.139 -0.777
H 1.213 1.957 -1.153
H 1.765 -0.607 0.093
H -1.058 -1.527 1.186
H 0.129 -2.514 0.200
H 0.805 1.448 -1.514

=====

58
Properties=species:S:1:pos:R:3 method="wB97M-V/def2-TZVPD" spin_multiplicity=2 s_squared=0.887 fmax_ev_per_a=2.9 gap_ha="0.2734 / 0.2915" total_energy_ev=-124201.13932
Fe 0.350 0.209 -0.486
C -2.445 0.191 -1.639
N -1.974 0.474 -0.276
C -2.497 -0.544 0.643
C -1.455 -1.353 1.355
C -1.827 -2.262 2.337
C -0.850 -3.004 2.972
C 0.475 -2.822 2.603
C 0.758 -1.905 1.612
N -0.191 -1.188 0.996
C -2.403 1.816 0.138
C -1.850 2.275 1.465
C -2.426 3.394 2.066
C -1.910 3.850 3.262
C -0.856 3.157 3.843
C -0.369 2.045 3.184
N -0.841 1.613 2.012
C -1.826 -1.073 -2.186
C -2.358 -1.710 -3.297
C -1.666 -2.777 -3.843
C -0.488 -3.198 -3.244
C -0.053 -2.539 -2.109
N -0.712 -1.503 -1.592
H -2.179 1.033 -2.274
H -3.539 0.085 -1.662
H -3.123 -1.251 0.091
H -3.147 -0.073 1.384
H -2.873 -2.375 2.595
H -1.116 -3.713 3.745
H 1.275 -3.378 3.071
H 1.770 -1.736 1.273
H -3.500 1.854 0.216
H -2.099 2.512 -0.639
H -3.253 3.899 1.583
H -2.328 4.726 3.741
H -0.420 3.470 4.781
H 0.439 1.464 3.620
H -3.281 -1.354 -3.735
H -2.037 -3.270 -4.732
H 0.093 -4.015 -3.650
H 0.853 -2.832 -1.594
Cl 7.548 0.885 -0.379
C 5.865 0.466 -0.507
C 4.980 0.898 0.463
C 3.649 0.540 0.351
Cl 2.536 1.102 1.563
C 3.155 -0.249 -0.694
O 1.906 -0.675 -0.804
C 4.096 -0.638 -1.660
Cl 3.548 -1.590 -3.001
C 5.431 -0.297 -1.577
H 5.319 1.498 1.295
H 6.121 -0.615 -2.345
O 0.170 0.683 -2.319
S 0.340 2.188 -2.151
O 1.405 2.706 -2.944
O 0.739 2.042 -0.637
O -0.930 2.865 -2.285